1.
Density functional theory data (ωB97M-V/def2-TZVPD) for C4H8O2 in the gas phase in a non-equilibrium geometry.

XYZ file:
```
14
Properties=species:S:1:pos:R:3:forces:R:3:nbo_charge:R:1
C -1.739179 -0.359463 -0.622540 0.2632 -0.2029 1.1580 -0.681
C -0.185600 0.544382 -0.216588 -2.5461 -2.0447 -0.0652 0.064
O -0.391783 1.413077 0.847810 -0.2560 0.2212 -0.2897 -0.713
C 0.773243 -0.535384 0.218456 -0.1173 -0.1326 -0.3531 -0.556
C 2.211576 -0.135502 0.497029 0.1156 -0.0803 -0.1917 0.452
O 3.157592 -0.842244 0.236235 -0.5129 0.3653 0.1253 -0.518
H -2.566273 0.275067 -1.009253 0.7903 0.0105 0.3940 0.208
H -1.596595 -1.187698 -1.342649 0.3109 0.4192 0.5045 0.211
H -1.958234 -0.704476 0.367411 -0.6628 -0.5776 0.4101 0.214
H -0.629809 0.663782 -1.185986 2.4058 2.1963 -1.3208 0.255
H -0.592913 2.303356 0.546492 0.0034 -0.0269 -0.1250 0.484
H 0.781590 -1.344582 -0.509138 0.0698 -0.1066 0.0640 0.238
H 0.380651 -0.934319 1.175372 0.1400 0.0400 -0.2439 0.231
H 2.355730 0.844004 0.997353 -0.0040 -0.0808 -0.0664 0.113
```
Forces are in eV/Å.

The frontier orbital gap is 9.405 eV. Its SMILES is C[C@@H](O)CC=O. As for the HOMO energy: -8.7 eV. The calculation puts the total energy at -8369.5430 eV. For the energy above the lowest of the compared OMol25 structures with the same formula, charge and spin, the calculation gives 86.22 kcal per mole. For the strongest force on any atom, the calculation gives 3.5 eV/A.

***

2.
Density functional theory data (ωB97M-V/def2-TZVPD) for C4H8O2Si in the gas phase in a non-equilibrium geometry.

XYZ file:
```
15
Properties=species:S:1:pos:R:3:forces:R:3:nbo_charge:R:1
C -0.460693 2.056372 1.132847 -1.2023 3.9661 -3.5955 -0.376
C -0.528774 0.855868 1.514873 -0.4967 -3.6012 -1.1601 -0.193
C 1.330208 -0.164591 -1.497804 1.1777 -2.1073 0.1560 -1.210
C -1.042332 -0.335704 0.748210 0.7214 -1.8210 1.9861 -0.959
O 0.551347 -3.425660 -1.653924 0.7352 -0.4671 -0.9567 -0.565
O -0.163037 -2.670498 -0.737550 -0.6026 0.9819 1.1947 -0.610
Si 0.141078 -1.139657 -0.489609 -0.7373 0.3759 -0.0951 1.930
H -0.131941 2.751629 1.850542 0.4241 1.1893 0.3449 0.203
H -0.854104 2.414547 0.140701 0.6045 -0.2128 1.0176 0.184
H -0.172793 0.832992 2.457896 1.0498 -1.5676 3.2371 0.203
H 1.799853 -0.907459 -2.236383 0.1501 0.8567 1.6397 0.307
H 0.864253 0.453783 -2.181406 -1.6085 1.5997 -1.1943 0.265
H 1.940159 0.498785 -0.864937 0.3180 -0.6574 -0.3941 0.272
H -1.966073 -0.001082 0.350707 -0.9388 -0.0915 -1.0052 0.271
H -1.307150 -1.219327 1.465837 0.4055 1.5563 -1.1750 0.277
```
Forces are in eV/Å.

The frontier orbital gap (spin up / spin down) is 7.245 / 7.246 eV. As for the HOMO energy (spin up / spin down): -7.6 / -7.6 eV. The calculation puts the total energy at -16244.7447 eV. For the energy above the lowest of the compared OMol25 structures with the same formula, charge and spin, the calculation gives 127.15 kcal per mole. For the strongest force on any atom, the calculation gives 5.5 eV/A.

***

3.
Density functional theory data (ωB97M-V/def2-TZVPD) for C4H8O2Si in the gas phase in a non-equilibrium geometry.

XYZ file:
```
15
Properties=species:S:1:pos:R:3:forces:R:3:nbo_charge:R:1
C -2.631220 0.542288 0.794844 -2.3738 1.3350 1.2582 -0.371
C 0.243432 -0.539366 -0.241798 2.3194 2.2042 0.4523 0.346
C 0.315615 0.768627 -0.927905 -1.9367 0.2107 1.4449 -0.689
C 1.471315 -1.233283 0.098310 -2.8540 -3.4987 3.8475 -0.669
O -2.703341 1.191766 -0.337025 0.8931 -0.6054 -0.3651 -0.574
O -0.877978 -1.212367 -0.107458 -0.5189 -1.4705 -0.6768 -0.929
Si -2.470814 -1.299620 -0.210193 -0.7086 1.1149 0.6015 1.225
H -1.890355 0.869890 1.606868 -0.4641 -0.6347 -1.1244 0.163
H -3.707798 0.504353 1.219428 1.2682 -0.5905 0.1158 0.172
H -0.541647 0.826062 -1.579212 -0.1330 0.4109 -0.6102 0.232
H 1.231969 1.027019 -1.414160 0.6370 -0.2317 -0.2561 0.222
H 0.104430 1.511439 -0.130571 0.2196 0.2703 -0.5547 0.229
H 1.815482 -1.522584 -0.787894 2.0538 -1.7805 -3.8841 0.208
H 1.092804 -2.217196 0.661633 1.1298 1.8008 -1.1804 0.206
H 2.319112 -0.920403 0.642882 0.4682 1.4651 0.9317 0.228
```
Forces are in eV/Å.

The frontier orbital gap (spin up / spin down) is 6.101 / 7.989 eV. As for the spin multiplicity: 3. As for the HOMO energy (spin up / spin down): -6.3 / -9.2 eV. The calculation puts the total energy at -16245.3965 eV. For the energy above the lowest of the compared OMol25 structures with the same formula, charge and spin, the calculation gives 22.88 kcal per mole. For the strongest force on any atom, the calculation gives 5.9 eV/A.

***

4.
Density functional theory data (ωB97M-V/def2-TZVPD) for 2 unconnected molecules or ions with the total composition C4H8O3 in a non-equilibrium geometry.

XYZ file:
```
15
Properties=species:S:1:pos:R:3:forces:R:3:nbo_charge:R:1
O -0.510542 -1.257286 -1.978211 -0.8743 -1.9063 1.3059 -0.519
C -0.527803 -1.152197 -0.761199 1.2548 0.8231 -1.3332 0.419
C 0.006781 0.188790 -0.328179 1.4477 1.0078 -0.1445 -0.542
C -1.140057 0.940268 0.264423 -0.1893 0.9494 2.5741 -0.505
C -0.934569 1.347659 1.792983 -2.2222 -1.3307 -2.1670 0.454
O -1.635599 0.815493 2.631431 1.5658 1.0372 -0.3591 -0.509
H -0.892726 -1.910980 0.063150 0.3491 1.0407 -1.6727 0.150
H 0.859057 0.179316 0.318791 0.3518 -0.7775 1.2645 0.239
H 0.546090 0.764926 -1.135840 -1.2934 -0.9481 0.0030 0.239
H -1.969746 0.262824 0.407549 -0.7501 0.1498 -0.6135 0.222
H -1.361540 1.855863 -0.298649 -0.3269 -0.3731 0.1014 0.233
H -0.267044 2.196649 1.856466 0.6220 0.3900 1.1705 0.117
H 1.952001 -1.159799 -1.294973 1.3202 0.0551 0.2172 0.469
H 2.995350 -1.930242 -0.586286 0.9447 -5.3656 2.4858 0.456
O 2.880344 -1.141278 -0.951453 -2.1999 5.2481 -2.8322 -0.923
```
Forces are in eV/Å.

The frontier orbital gap is 10.482 eV. Its SMILES is O=CCCC=O.O. As for the HOMO energy: -9.9 eV. The calculation puts the total energy at -10417.9496 eV. For the energy above the lowest of the compared OMol25 structures with the same formula, charge and spin, the calculation gives 70.42 kcal per mole. For the strongest force on any atom, the calculation gives 6.4 eV/A.